(1)
Computed, not measured: a single C4H7NO molecule at a distorted geometry, with ωB97M-V/def2-TZVPD.

Element x y z (Å)
H  -0.4677  0.5407  2.1068
O  0.3339  0.2894  1.6287
C  0.0650  0.1283  0.2484
C  -0.6503  1.3555  -0.2575
N  -1.3586  2.1746  -0.6663
H  -1.1429  -0.8768  -1.2243
H  -0.8115  -2.0377  0.0386
H  1.3888  0.0151  -1.4808
H  1.9834  -0.8383  -0.0232
C  -0.9624  -0.9688  -0.1487
H  -1.9273  -0.7156  0.3031
C  1.4643  0.0498  -0.3930
H  2.0922  0.9175  -0.1361

Orbital gap in eV: 12.0
Total energy in Ha: -286.58597
Molar mass in g/mol: 85.11
HOMO energy in eV: -11.33
Structure (SMILES): CC(C)(O)C#N
Relative energy (zero: lowest compared OMol25 entry of this formula, charge and spin) in kJ/mol: 119.91

***

(2)
Computed, not measured: 2 unconnected molecules or ions with the total composition C4H9FOS at a distorted geometry, with ωB97M-V/def2-TZVPD.

Element x y z (Å)
H  1.3281  0.3087  3.4950
S  0.1232  -1.5261  1.6626
H  -1.5735  -1.6664  0.2368
C  0.3156  -0.5545  -2.7758
H  -0.2261  -1.1741  -2.0661
C  0.6119  0.8638  2.9550
O  -0.6667  -1.9839  0.1804
C  0.0539  0.2921  1.5892
H  1.3251  -0.6777  -2.9411
F  -0.0436  1.0386  -4.3847
H  0.7939  0.5608  0.8100
H  -1.4508  0.7635  -3.1033
H  -0.8898  0.6729  1.2955
H  1.0196  1.8560  2.7456
H  -0.2368  0.8749  3.5895
C  -0.4839  0.3515  -3.2886

Orbital gap in eV: 9.4
Total energy in Ha: -731.01081
Molar mass in g/mol: 124.18
HOMO energy in eV: -8.86
Structure (SMILES): C=CF.CCSO
Relative energy (zero: lowest compared OMol25 entry of this formula, charge and spin) in kJ/mol: 142.60

***

(3)
Computed, not measured: a molecular structure, C8H23ClGaI2NOP2 at a distorted geometry, with ωB97M-V/def2-TZVPD.

Element x y z (Å)
C  -3.2224  1.8734  -0.7722
H  3.1608  0.5621  -2.0175
Ga  -0.5185  1.4570  -3.5736
C  0.5497  -1.6615  -3.5131
H  2.4520  -1.4416  -0.3344
H  1.4150  -2.2010  -3.9043
H  -2.5209  1.0034  2.1611
C  1.1530  -2.2409  3.4451
H  -3.8714  2.5867  -0.2335
Cl  -0.9487  3.2149  -4.8971
H  -2.1494  4.2055  0.3557
H  2.0359  -0.4667  3.8548
P  -1.5569  1.8844  0.0140
H  -1.5103  2.4139  2.4178
H  -0.1764  -2.3675  -3.1023
H  2.5546  -2.3305  -1.9048
H  -0.3811  3.8990  0.5506
H  1.3054  -4.2841  3.7195
H  -1.1028  4.0272  -1.1150
C  0.5548  -3.5116  3.9624
P  1.0183  -0.5298  -2.1278
H  3.1614  -0.6220  -3.3575
H  -3.1487  2.1782  -1.8278
C  2.5738  0.1539  -2.8495
C  -1.2652  3.6979  -0.0690
C  -2.2238  1.9876  1.7420
H  1.7203  -1.4290  5.2931
O  1.2385  -2.0211  2.2166
I  -1.3226  -1.1576  0.6471
N  1.6198  -1.2893  4.2875
H  1.1594  -2.5713  -0.7589
H  2.3345  0.9612  -3.5516
H  -3.1143  2.6479  1.6653
H  -0.3922  -3.7743  3.4631
C  1.8711  -1.8560  -1.1820
H  -3.6310  0.8731  -0.6760
I  0.7400  0.7302  1.2421
H  0.3719  -3.5237  5.0477
H  0.0664  -1.0783  -4.3175

Charge: +2
Orbital gap (alpha / beta) in eV: 5.9 / 5.2
Total energy in Ha: -4111.04127
Molar mass in g/mol: 570.21
HOMO energy (alpha / beta) in eV: -15.22 / -15.12

***

(4)
Computed, not measured: a molecular structure, C22H35IrN4OS5Si3 at a distorted geometry, with ωB97M-V/def2-TZVPD.

Element x y z (Å)
C  3.0005  2.9362  -0.5252
H  3.7400  0.7180  -2.1797
O  0.4261  -2.5999  1.1271
H  1.1824  -1.5451  3.2293
C  1.6256  1.9923  2.3146
S  -1.6783  1.4186  2.1617
C  -5.5581  0.5061  3.8038
H  0.7685  5.0105  -0.7289
S  -6.7771  0.4663  4.8964
C  1.3196  2.1852  -2.8863
H  0.7307  -1.9222  -3.4248
C  0.5283  -0.7309  2.9081
C  -4.0634  0.2469  1.6808
H  -2.4322  -5.4584  -0.3818
S  -5.6693  -0.1698  2.2096
S  -3.4645  -0.1144  0.0735
H  -3.2699  2.3323  -0.2600
H  3.2818  -1.4853  1.3292
H  3.1965  3.7434  -1.2354
N  -2.4149  -1.3599  -2.2316
C  -0.0905  3.0678  -0.5794
H  1.4581  3.2450  -3.1189
C  -2.0084  -2.2411  -1.3113
C  3.2239  -0.4709  1.7280
H  3.8520  2.2557  -0.5650
Ir  -1.0998  0.3463  0.1993
H  -2.1379  -0.3945  -2.1233
C  1.0263  0.3585  -0.2836
H  -3.5012  4.7808  -0.4130
H  4.1791  -0.2411  -0.7715
C  -2.4015  2.9651  -0.3675
H  3.9541  0.1509  1.2071
C  -3.2941  0.8817  2.5744
N  -1.1052  -1.8590  -0.4016
Si  1.4834  0.2438  1.5696
C  -2.0658  -4.4433  -0.4501
S  -4.0000  1.1979  4.1346
H  2.9060  -2.9735  -1.9318
H  3.5113  -0.5104  2.7818
H  -3.2657  -1.5383  -2.7371
Si  1.4240  2.0290  -1.0042
C  1.0422  -0.9066  -3.1716
H  2.9660  3.3632  0.4744
H  0.1700  -0.2636  -3.2255
C  -1.3709  5.1044  -0.5488
C  -2.5176  4.3356  -0.4580
N  -1.2139  2.3324  -0.4235
H  1.3045  1.9557  3.3566
C  -2.5507  -3.5569  -1.3429
C  3.6456  -0.2665  -1.7218
H  4.1697  -0.9726  -2.3705
H  1.7281  -0.5726  -3.9530
H  0.3592  -0.0451  3.7378
H  1.0248  2.7676  1.8337
H  -0.4330  -1.1710  2.6652
H  0.5723  -5.1924  1.0920
H  -1.0036  -6.0191  1.2065
H  1.3357  -3.3550  -1.2561
H  -3.3310  -3.8216  -2.0377
H  2.0827  1.6265  -3.4264
C  -0.5273  -2.8141  0.4141
H  2.6651  2.3250  2.3083
C  2.2024  -2.7069  -1.1363
H  -0.5763  -4.7183  2.3464
C  -0.1540  4.4534  -0.6233
H  -1.4270  6.1851  -0.5689
H  0.3442  1.8883  -3.2752
C  -0.4842  -5.0710  1.3217
H  2.6719  -2.9246  -0.1790
Si  1.8671  -0.8749  -1.4613
N  -1.0825  -4.1048  0.4067

Orbital gap in eV: 5.9
Total energy in Ha: -4117.45404
Molar mass in g/mol: 808.36
HOMO energy in eV: -6.76

***

(5)
Computed, not measured: a single C16H18N2O2 molecule at a distorted geometry, with ωB97M-V/def2-TZVPD.

Element x y z (Å)
C  0.7800  2.1445  1.1632
O  1.5024  -3.0710  -0.1676
C  -1.5933  1.6886  1.1418
H  0.2079  -2.3554  2.0884
H  0.6260  0.4937  -0.9198
N  0.5854  -1.0300  0.4290
H  1.3944  -0.3395  -4.8166
H  0.2002  -3.0063  -2.2510
C  0.5996  3.1752  2.0669
C  -0.6767  3.4438  2.5649
C  0.3020  -1.9977  -1.8780
H  1.8024  1.9098  0.8767
H  2.1782  -1.9151  -2.9847
H  -0.1333  -0.2463  -3.9901
C  -1.0644  -1.3267  -1.7597
C  0.8555  -2.0802  -0.4643
C  -0.0443  0.1566  -0.1707
C  1.3022  -1.2796  -2.8175
O  -2.0169  -1.8186  -2.3449
C  1.7911  -0.9890  2.5670
H  1.6928  -0.3863  -2.3447
H  -0.3668  -0.7506  2.3054
H  1.7786  -1.3322  3.6131
H  2.0031  0.0848  2.5220
H  -3.7229  1.0934  1.0136
C  -0.3140  1.3856  0.7248
C  -2.5391  0.0026  -0.3815
H  -2.7651  2.9014  2.4339
C  0.4721  -1.3057  1.8807
N  -1.2570  -0.2704  -0.8753
H  1.4294  3.7904  2.4094
H  2.5908  -1.4712  2.0320
H  0.3671  -1.7843  -4.6832
C  -2.7327  0.9509  0.5952
C  -1.7592  2.7237  2.0953
H  -3.3770  -0.5599  -0.7595
H  -0.8129  4.2727  3.2650
C  0.7144  -0.9019  -4.1792

Orbital gap in eV: 8.6
Total energy in Ha: -880.50405
Molar mass in g/mol: 270.33
HOMO energy in eV: -8.24
Structure (SMILES): CC[C@@H]1C(=O)N2C=Cc3ccccc3[C@H]2N(CC)C1=O
Relative energy (zero: lowest compared OMol25 entry of this formula, charge and spin) in kJ/mol: 80.73

***

(6)
Computed, not measured: 2 unconnected molecules or ions with the total composition CH3NO3 at a distorted geometry, with ωB97M-V/def2-TZVPD.

Element x y z (Å)
H  0.0403  1.1117  0.1302
H  0.5492  -1.1123  -1.5388
H  -0.1945  -0.2049  1.4711
N  -1.7511  -0.0677  0.0122
O  -2.1377  0.5917  -0.9353
O  -2.3612  -0.9697  0.5413
O  0.7843  -1.3362  -0.6357
C  -0.4921  0.2731  0.5498

Orbital gap in eV: 8.1
Total energy in Ha: -320.12229
Molar mass in g/mol: 77.04
HOMO energy in eV: -11.18
Relative energy (zero: lowest compared OMol25 entry of this formula, charge and spin) in kJ/mol: 578.48